(1)
{
  "formula": "C6H5NO",
  "method": "the ωB97M-V functional and the def2-TZVPD basis",
  "homo_lumo_gap_ev": 9.575,
  "de_lowest_kcal_mol": 28.63,
  "e_homo_ev": -9.1,
  "charge": 0,
  "lumo_ev": 0.494,
  "energy_ha": -361.53859,
  "elements": ["C", "C", "C", "C", "C", "C", "N", "O", "H", "H", "H", "H", "H"],
  "positions_angstrom": [[-2.32, -0.13, 0.02], [1.25, 0.67, -0.37], [2.18, -0.32, -0.24], [0.23, -1.13, 0.22], [0.00, 0.14, -0.05], [-1.27, 0.83, 0.12], [-3.27, -0.79, 0.01], [1.51, -1.46, 0.17], [1.46, 1.51, -1.00], [3.25, -0.47, -0.28], [-0.53, -1.95, 0.36], [-1.40, 1.83, -0.36], [-1.11, 1.26, 1.41]]
}

***

(2)
{
  "formula": "C6H5NO",
  "method": "the ωB97M-V functional and the def2-TZVPD basis",
  "homo_lumo_gap_ev": 9.359,
  "de_lowest_kcal_mol": 95.25,
  "e_homo_ev": -10.2,
  "charge": 0,
  "lumo_ev": -0.863,
  "energy_ha": -361.43243,
  "smiles": "C=C/C=C\\C(=O)C#N",
  "elements": ["C", "C", "C", "C", "C", "C", "H", "H", "H", "H", "H", "N", "O"],
  "positions_angstrom": [[1.75, -1.00, -0.10], [0.51, -1.18, -0.36], [-0.55, -0.47, -0.95], [-1.34, 0.58, -0.54], [-0.74, 1.57, 0.53], [-0.47, 1.09, 1.97], [2.48, -2.02, -0.06], [2.38, 0.03, -0.39], [-0.20, -2.23, -0.30], [-0.80, -0.95, -1.90], [-2.26, 0.81, -1.29], [-0.49, 1.04, 3.17], [-0.27, 2.73, 0.21]]
}

***

(3)
{
  "formula": "C6H5NO",
  "method": "the ωB97M-V functional and the def2-TZVPD basis",
  "homo_lumo_gap_ev": 9.753,
  "de_lowest_kcal_mol": 35.12,
  "e_homo_ev": -10.0,
  "charge": 0,
  "lumo_ev": -0.278,
  "energy_ha": -361.52825,
  "smiles": "O=Cc1ccncc1",
  "elements": ["C", "C", "C", "C", "C", "C", "H", "H", "H", "H", "H", "N", "O"],
  "positions_angstrom": [[2.18, 0.30, 0.08], [0.69, 0.08, -0.03], [-0.25, 1.21, -0.07], [-1.57, 0.85, -0.12], [-1.25, -1.29, 0.02], [0.16, -1.23, -0.02], [2.43, 1.52, 0.44], [0.15, 2.12, -0.08], [-2.49, 1.58, -0.03], [-1.62, -2.39, 0.00], [0.72, -1.92, 0.13], [-2.11, -0.34, -0.10], [2.96, -0.48, -0.22]]
}

***

Repeat the third record exactly.
{
  "formula": "C6H5NO",
  "method": "the ωB97M-V functional and the def2-TZVPD basis",
  "homo_lumo_gap_ev": 9.753,
  "de_lowest_kcal_mol": 35.12,
  "e_homo_ev": -10.0,
  "charge": 0,
  "lumo_ev": -0.278,
  "energy_ha": -361.52825,
  "smiles": "O=Cc1ccncc1",
  "elements": ["C", "C", "C", "C", "C", "C", "H", "H", "H", "H", "H", "N", "O"],
  "positions_angstrom": [[2.18, 0.30, 0.08], [0.69, 0.08, -0.03], [-0.25, 1.21, -0.07], [-1.57, 0.85, -0.12], [-1.25, -1.29, 0.02], [0.16, -1.23, -0.02], [2.43, 1.52, 0.44], [0.15, 2.12, -0.08], [-2.49, 1.58, -0.03], [-1.62, -2.39, 0.00], [0.72, -1.92, 0.13], [-2.11, -0.34, -0.10], [2.96, -0.48, -0.22]]
}